Record 1
Computed, not measured: a molecular structure, Cl2H2OSi at a distorted geometry, with ωB97M-V/def2-TZVPD.

The geometry in XYZ format:
```
6
Properties=species:S:1:pos:R:3:forces:R:3
O -1.7912 -0.9664 -1.1129 -0.1 0.3 0.8
Si 0.7672 0.1775 0.2554 -2.8 -0.9 0.5
Cl -1.8160 -0.5776 0.4819 2.2 0.0 -0.8
Cl 0.1675 1.9167 -0.3686 -0.1 1.4 -0.7
H 1.5924 0.3031 1.3927 0.6 0.0 1.1
H 1.0801 -0.8534 -0.6486 0.1 -0.8 -0.9
```
Forces are in eV/Å.

- ΔE to the lowest compared entry with this formula, charge and spin: 7.201 eV
- LUMO: -1.31 eV

***

Record 2
Computed, not measured: a molecular structure, C15H22N2O3 at a distorted geometry, with ωB97M-V/def2-TZVPD.

The geometry in XYZ format:
```
42
Properties=species:S:1:pos:R:3:forces:R:3
C -1.1054 -1.5780 -0.7789 -3.5 -3.2 0.5
C -0.5418 -1.8677 0.6956 0.5 -3.3 -1.8
C -1.3291 -0.1352 -1.0787 -2.5 -0.7 -0.3
C -2.3491 0.6389 -0.2607 -2.5 1.7 -1.3
C -2.0618 0.6550 1.3033 1.8 -4.6 -4.7
C -3.8352 0.2660 -0.5556 -3.2 -0.1 1.6
C 1.6588 -1.2721 -0.1618 -1.9 2.3 1.1
C 2.4490 -2.5533 -0.2369 6.1 -1.9 3.8
C 2.6943 -0.3377 0.4494 3.6 1.7 0.4
C 2.4390 1.1064 0.5035 -5.3 2.0 -3.1
C 1.4956 1.6677 1.4050 0.6 1.9 2.0
C 2.3715 1.6884 -0.7767 -0.3 0.6 1.4
C 0.8472 2.9815 1.2928 2.7 -2.0 -3.0
C 1.6556 2.8658 -1.0460 3.1 -4.6 0.0
C 1.0203 3.4835 -0.1082 -3.3 5.0 5.5
H -2.3895 -3.3631 -0.9656 0.4 2.0 1.1
H -2.1448 -2.3616 0.8974 -1.6 -2.4 -3.0
H -0.5804 -1.9426 -1.7869 -0.1 -0.1 2.8
H -0.5036 0.4138 -0.9367 3.8 1.9 0.9
H -1.3751 -0.0586 -2.1588 -1.1 0.1 -0.3
H -2.3659 1.7365 -0.7332 0.7 -1.9 1.5
H -2.6813 1.3783 1.6175 -1.5 2.5 2.2
H -0.9948 0.6252 1.2708 0.9 1.6 1.1
H -2.2145 -0.4001 1.6196 -1.0 0.9 0.4
H -4.5593 0.6052 0.3438 1.6 0.6 -1.8
H -4.2850 0.7340 -1.5504 1.0 -1.3 2.1
H -4.1572 -0.8118 -0.3418 1.2 1.1 -1.5
H 1.2849 -2.2981 1.4877 -2.1 3.1 -0.7
H 1.0721 -0.6142 -0.8589 1.4 -1.6 -1.1
H 2.9369 -0.5685 1.4517 0.2 -1.4 1.1
H 3.6840 -0.1952 -0.0466 -0.5 -1.7 -0.2
H 1.5541 1.0747 2.3326 -0.9 0.7 0.1
H 2.8505 1.1814 -1.5586 0.9 -0.5 -1.2
H 0.4983 3.5818 2.1610 -0.1 -0.8 -1.0
H 1.8560 3.3087 -1.9215 0.2 1.5 -3.3
H 0.7635 4.5799 -0.4531 -0.2 -2.1 1.4
H 2.9989 -1.9048 -1.8929 -0.5 1.0 -1.4
N -2.4385 -2.3728 -0.5464 1.2 0.5 0.0
N 0.6782 -1.4356 0.8687 3.3 -4.8 4.9
O -1.1261 -2.7714 1.4780 1.9 4.9 -1.6
O 2.9174 -3.2028 0.8446 -4.4 3.2 -5.6
O 3.3124 -2.5278 -1.2680 -0.5 -1.9 1.0
```
Forces are in eV/Å.

- ΔE to the lowest compared entry with this formula, charge and spin: 12.111 eV
- LUMO: -0.70 eV

***

Record 3
Computed, not measured: a molecular structure, C44H51N2P3PtSi2 at a distorted geometry, with ωB97M-V/def2-TZVPD.

The geometry in XYZ format:
```
103
Properties=species:S:1:pos:R:3:forces:R:3
Pt 0.6452 0.2741 0.4447 0.2 -1.6 -1.0
C 0.7107 -4.4845 -1.4677 -0.2 -0.1 -0.3
Si 1.1293 -3.3750 -0.0412 -0.2 0.3 0.0
C 2.9645 -3.3093 0.1419 0.3 0.0 -0.1
C 0.2305 -3.9916 1.4412 -0.2 -0.1 0.3
N 0.5409 -1.7192 -0.3913 0.6 -0.6 0.6
P -0.1475 -1.2553 -1.7511 0.2 -0.6 -0.5
C -0.0951 0.4257 -1.2560 -0.8 0.8 0.0
P -0.5917 2.1297 -1.1955 0.2 0.8 0.3
N -0.0048 2.2314 0.3021 0.4 0.8 0.7
Si 0.2732 3.6330 1.3793 -0.2 -0.3 -0.2
C -0.7317 3.3327 2.9165 -0.1 0.0 0.2
C 2.1010 3.7753 1.6667 0.2 0.0 0.0
C -0.3651 5.1603 0.5559 -0.1 0.2 -0.2
C -2.3279 2.4597 -1.2579 -0.3 0.0 0.0
C -3.0444 2.3478 -0.0585 0.0 0.1 -0.1
C -4.4000 2.6320 -0.0411 0.0 0.0 0.0
C -5.0420 3.0194 -1.2115 0.0 0.0 0.0
C -4.3390 3.1150 -2.4067 0.0 0.0 0.0
C -2.9844 2.8332 -2.4361 0.0 -0.2 0.0
C 0.2630 3.0450 -2.4473 0.2 0.0 -0.3
C 1.4521 2.5063 -2.9589 -0.1 0.0 0.0
C 2.2352 3.2486 -3.8228 0.0 0.1 0.0
C 1.8490 4.5393 -4.1662 0.0 0.0 0.0
C 0.6783 5.0830 -3.6562 0.0 0.0 0.0
C -0.1210 4.3419 -2.8005 0.0 -0.1 0.0
C -1.8027 -1.8050 -2.0492 -0.3 -0.1 0.0
C -2.0749 -2.9185 -2.8494 0.0 0.1 0.0
C -3.3746 -3.3869 -2.9585 0.0 0.0 0.0
C -4.4045 -2.7489 -2.2815 0.0 0.0 0.0
C -4.1413 -1.6479 -1.4751 0.0 0.0 0.0
C -2.8445 -1.1825 -1.3496 0.1 0.0 0.0
C 0.8485 -1.3993 -3.2177 0.2 0.1 -0.2
C 0.3095 -1.5077 -4.5047 0.0 0.1 0.1
C 1.1530 -1.6187 -5.5970 0.0 0.0 0.0
C 2.5303 -1.6016 -5.4138 0.0 0.0 0.0
C 3.0738 -1.4627 -4.1423 0.0 0.0 0.0
C 2.2392 -1.3577 -3.0424 -0.1 -0.1 0.0
H 1.2656 -5.4172 -1.3288 0.0 0.0 0.0
H 1.0062 -4.0823 -2.4401 0.0 -0.1 0.0
H -0.3511 -4.7373 -1.4981 0.0 0.0 0.0
H 3.3248 -4.0868 0.8209 0.0 0.1 0.0
H 3.2926 -2.3468 0.5311 0.0 -0.1 -0.1
H 3.4560 -3.4646 -0.8233 -0.1 0.0 0.0
H 0.5218 -5.0222 1.6682 0.0 0.1 0.0
H -0.8504 -3.9855 1.2683 0.1 0.0 0.0
H 0.4344 -3.3953 2.3262 -0.1 -0.1 0.0
H -0.9271 2.2715 3.0959 0.0 0.0 0.0
H -1.7029 3.8291 2.8247 0.0 0.0 0.0
H -0.2539 3.7477 3.8089 0.0 0.0 0.0
H 2.6063 2.8269 1.4777 0.0 0.0 0.0
H 2.3384 4.0951 2.6841 0.0 0.0 0.0
H 2.5365 4.5138 0.9878 0.0 -0.1 0.0
H -1.3697 5.0314 0.1422 0.0 0.0 0.1
H 0.2950 5.5267 -0.2323 0.0 0.0 0.0
H -0.4308 5.9380 1.3232 0.0 0.0 -0.1
H -2.5357 2.0602 0.8546 0.0 0.0 0.0
H -4.9554 2.5604 0.8847 0.0 0.0 0.0
H -6.0995 3.2496 -1.1938 0.0 0.0 0.0
H -4.8466 3.4134 -3.3140 0.0 0.0 0.0
H -2.4447 2.8924 -3.3724 0.0 0.0 0.0
H 1.7693 1.5042 -2.6864 0.0 0.0 0.0
H 3.1472 2.8288 -4.2255 0.0 0.0 0.0
H 2.4655 5.1244 -4.8360 0.0 0.0 0.0
H 0.3852 6.0887 -3.9258 0.0 0.0 0.0
H -1.0288 4.7792 -2.4076 0.0 0.0 0.0
H -1.2809 -3.4289 -3.3756 0.0 0.0 0.0
H -3.5827 -4.2526 -3.5724 0.0 0.0 0.0
H -5.4188 -3.1127 -2.3823 0.0 0.0 0.0
H -4.9462 -1.1582 -0.9428 0.0 0.0 0.0
H -2.6516 -0.3336 -0.7029 0.0 0.0 0.0
H -0.7606 -1.4946 -4.6577 0.0 0.0 0.0
H 0.7370 -1.7192 -6.5902 0.0 0.0 0.0
H 3.1846 -1.6917 -6.2710 0.0 0.0 0.0
H 4.1476 -1.4479 -4.0096 0.0 0.0 0.0
H 2.6597 -1.2736 -2.0471 0.0 0.0 0.0
C 1.8830 1.0096 3.6585 0.1 -0.1 0.2
P 1.1405 -0.3615 2.7313 -0.4 0.8 0.4
C -0.4732 -0.6343 3.5127 0.1 0.0 0.1
C -1.5607 -1.0770 2.7604 0.0 -0.1 0.0
C -2.8052 -1.2309 3.3556 0.0 0.0 0.0
C -2.9738 -0.9474 4.7040 0.0 0.0 0.0
C -1.8921 -0.5217 5.4647 0.0 0.0 -0.1
C -0.6485 -0.3664 4.8718 0.0 0.0 0.0
C 2.2483 -1.6975 3.2072 0.1 -0.2 0.0
C 1.8405 -2.6971 4.0886 0.1 0.0 0.0
C 2.7614 -3.6289 4.5465 0.0 0.0 0.0
C 4.0849 -3.5631 4.1354 0.0 0.0 0.0
C 4.4987 -2.5592 3.2688 0.0 0.0 0.0
C 3.5833 -1.6283 2.8072 0.0 0.1 0.2
H 2.0296 0.7173 4.6980 0.0 0.0 0.0
H 1.2495 1.8843 3.6022 -0.1 0.2 0.0
H 2.8583 1.2411 3.2341 0.0 0.0 0.0
H -1.4342 -1.3394 1.7161 0.0 0.1 0.0
H -3.6434 -1.5793 2.7647 0.0 0.0 0.0
H -3.9447 -1.0667 5.1675 0.0 0.0 0.0
H -2.0154 -0.3152 6.5199 0.0 0.0 0.0
H 0.1822 -0.0350 5.4812 0.0 0.0 0.0
H 0.8106 -2.7566 4.4162 0.0 0.0 0.0
H 2.4435 -4.4034 5.2321 0.0 0.0 0.0
H 4.7981 -4.2939 4.4939 0.0 0.0 0.0
H 5.5338 -2.5004 2.9585 0.0 0.0 0.0
H 3.9182 -0.8406 2.1396 0.0 0.0 0.0
```
Forces are in eV/Å.

- LUMO (alpha / beta): -7.89 / -7.89 eV
- Total charge: +2

***

Record 4
Computed, not measured: a gas-phase ion, C3H8NO2 (charge +1) at a distorted geometry, with ωB97M-V/def2-TZVPD.

The geometry in XYZ format:
```
14
Properties=species:S:1:pos:R:3:forces:R:3
N 0.2175 0.8287 -1.7674 1.3 -0.4 -0.9
C -0.0051 0.8233 -0.2734 0.4 -1.3 -0.2
C -0.1720 -0.6556 0.1028 0.0 0.5 -0.8
C -0.3347 -1.0393 1.5492 -0.6 -0.7 0.1
O -0.7751 -2.1082 1.8523 0.2 0.1 0.1
O 0.0662 -0.0968 2.3884 0.6 0.7 0.1
H 1.0410 0.2574 -1.9943 -0.1 -0.4 0.4
H -0.5258 0.3974 -2.3260 -0.2 0.5 0.1
H 0.5592 1.7066 -2.1744 -1.0 0.4 0.2
H 0.9522 1.1541 0.1158 -0.4 0.7 0.5
H -0.8891 1.4040 -0.0685 0.1 0.5 0.3
H -1.0017 -1.0865 -0.4507 -0.2 -0.2 0.1
H 0.7271 -1.1573 -0.2505 0.1 -0.3 0.1
H 0.1403 -0.4277 3.2967 -0.3 -0.2 0.0
```
Forces are in eV/Å.

- SMILES: [NH3+]CCC(=O)O
- ΔE to the lowest compared entry with this formula, charge and spin: 0.825 eV
- LUMO: -4.11 eV
- Total charge: +1

***

Record 5
Computed, not measured: a molecular structure, C3H3CsO4 at a distorted geometry, with ωB97M-V/def2-TZVPD.

The geometry in XYZ format:
```
11
Properties=species:S:1:pos:R:3:forces:R:3
C 1.3352 -0.2262 -0.5141 -0.6 -0.8 -0.3
C 1.1165 -1.4010 0.1327 -1.1 0.0 -0.2
O 0.0728 -2.1811 -0.0150 -0.2 0.2 0.0
H 0.7120 0.0951 -1.3527 0.0 -0.1 0.2
H 1.8546 -1.6819 0.9117 0.0 0.0 -0.2
C -2.3720 2.2135 0.6164 1.9 -1.4 -0.2
O -3.1134 1.3578 0.3266 -0.6 0.9 0.1
Cs -3.3431 -2.3034 -1.0135 1.0 0.2 0.3
O 2.5190 0.4901 -0.4384 0.9 0.6 0.4
H 2.6653 0.7705 0.4706 -0.1 0.0 -0.1
O -1.4468 2.8667 0.8757 -1.3 0.4 0.0
```
Forces are in eV/Å.

- ΔE to the lowest compared entry with this formula, charge and spin: 0.829 eV
- LUMO: -1.11 eV

***

Number 3 is which compound?
C44H51N2P3PtSi2